53
Properties=species:S:1:pos:R:3 method="wB97M-V/def2-TZVPD" gap_ha=0.2958 total_energy_ev=-46103.3769 lumo_ha=-0.028 spin_multiplicity=1 max_force_ev_per_a=0.4 de_lowest_kj_mol=0.0
Pt 0.09352 -0.13695 0.08894
O -0.31202 -0.35820 2.08425
C 0.47189 0.00756 2.98301
C 1.79456 0.50417 2.85413
C 2.42038 0.94062 4.03886
C 3.70191 1.39731 4.00214
C 4.43290 1.42417 2.79676
C 3.85816 0.99474 1.64081
C 2.51125 0.53046 1.61231
O 2.04208 0.10324 0.50309
N 4.33303 1.85733 5.23632
O 5.48309 2.24540 5.16843
O 3.67402 1.82617 6.25868
H 0.07763 -0.05213 4.00288
H 1.88845 0.91962 4.98079
H 5.44983 1.78888 2.81428
H 4.39737 1.00164 0.70421
N -2.52998 -1.37775 0.54289
N -1.85327 -0.56594 -0.42630
H -3.52848 -1.33893 0.37362
H -2.33180 -0.99478 1.45903
H -2.38906 0.26427 -0.66836
H -1.70675 -1.12406 -1.27423
O 1.48970 2.26879 -1.64506
C 1.09453 1.34518 -2.31481
N 1.18640 1.21875 -3.67623
C 0.75738 -0.08512 -4.15322
C 0.19671 -0.66689 -2.83673
O -0.41359 -1.72258 -2.72028
N 0.44717 0.19955 -1.83769
C -0.31645 0.01350 -5.23784
C -1.14360 -1.07050 -5.52037
C -2.07392 -0.99105 -6.54532
C -2.18407 0.16275 -7.30864
C -1.35635 1.24039 -7.03738
C -0.42914 1.16564 -6.00703
C 1.93709 -0.90733 -4.68389
C 2.78249 -0.31866 -5.62122
C 3.85647 -1.01794 -6.14386
C 4.09620 -2.32519 -5.74062
C 3.25191 -2.92016 -4.81866
C 2.17366 -2.21821 -4.29230
H 1.82207 1.81529 -4.17495
H -1.05370 -1.97563 -4.93708
H -2.71375 -1.83976 -6.75096
H -2.90962 0.22040 -8.10962
H -1.43238 2.14689 -7.62405
H 0.19147 2.02586 -5.79387
H 2.59554 0.69238 -5.96590
H 4.50414 -0.54431 -6.87025
H 4.93522 -2.87466 -6.14700
H 3.42877 -3.93928 -4.49972
H 1.51824 -2.69745 -3.57843